(1)
{"formula": "C24H25FeNO2", "method": "the ωB97M-V functional and the def2-TZVPD basis", "spin_multiplicity": 5, "total_charge": -2, "homo_lumo_gap_ha": [0.07850, 0.21651], "lumo_ev": [4.8, 4.7], "symbols": ["Fe", "O", "O", "N", "C", "C", "C", "C", "C", "C", "C", "C", "C", "C", "C", "C", "C", "C", "C", "C", "C", "C", "C", "C", "C", "C", "C", "C", "H", "H", "H", "H", "H", "H", "H", "H", "H", "H", "H", "H", "H", "H", "H", "H", "H", "H", "H", "H", "H", "H", "H", "H", "H"], "xyz": [[-2.029, 2.612, -0.148], [-0.071, -2.015, -1.744], [1.967, 1.010, 0.990], [0.914, -0.685, -0.164], [2.334, -1.845, -1.866], [-1.178, -1.103, 0.970], [-2.875, 0.885, -0.503], [-0.467, 0.043, 0.327], [-2.962, 3.797, 1.110], [-3.084, -2.666, 1.273], [-0.676, 3.246, 1.187], [4.820, -1.888, -1.738], [-2.415, -1.663, 0.546], [-2.212, 2.437, -2.129], [-1.398, 0.767, -0.609], [3.414, -0.350, -0.361], [2.035, 0.037, 0.220], [3.547, -1.754, -0.945], [-2.292, 4.527, 0.043], [-0.589, -1.679, 2.095], [-1.017, 1.752, -1.657], [3.585, -2.838, 0.128], [-1.257, -2.671, 2.833], [-0.874, 4.186, 0.094], [0.955, -1.547, -1.253], [-2.494, -3.215, 2.409], [-3.360, 1.897, -1.413], [-1.965, 3.018, 1.817], [-4.410, 2.254, -1.481], [-4.086, -2.995, 0.951], [0.450, -1.348, 2.360], [4.158, -0.135, 0.405], [-4.019, 3.864, 1.360], [2.741, -2.852, 0.820], [3.642, -3.810, -0.365], [-2.226, 3.215, -2.912], [-2.151, 2.442, 2.720], [-0.834, -3.039, 3.777], [5.675, -1.793, -1.078], [-2.863, -1.324, -0.400], [2.469, -1.167, -2.722], [3.666, 0.414, -1.112], [-3.479, 0.254, 0.172], [-0.094, 4.631, -0.517], [2.276, -2.810, -2.366], [0.017, 0.750, 1.074], [0.280, 2.898, 1.563], [-2.774, 5.228, -0.634], [4.901, -1.145, -2.520], [4.839, -2.870, -2.194], [-0.018, 1.773, -2.098], [-3.020, -4.005, 2.977], [4.504, -2.723, 0.707]], "mulliken_spin": [2.757, -0.076, -0.139, 0.277, 2.176, 0.072, -0.113, 0.110, -0.031, 0.039, 0.159, 3.700, -0.040, 0.066, -0.109, 2.445, -0.315, -9.640, 0.016, -0.005, -0.082, 3.312, 0.062, 0.017, -0.267, -0.034, 0.051, 0.134, 0.027, 0.000, -0.012, 0.037, 0.009, 0.647, -0.427, 0.003, -0.007, 0.008, -0.092, 0.017, 0.049, 0.098, -0.001, 0.013, 0.025, -0.047, -0.089, 0.003, -0.218, -0.076, 0.032, -0.004, -0.533]}


(2)
{"formula": "C24H25N2O6Se2Ti", "method": "the ωB97M-V functional and the def2-TZVPD basis", "spin_multiplicity": 1, "total_charge": -1, "e_above_lowest_kj_mol": 122.4, "homo_lumo_gap_ha": [0.20335, 0.20586], "lumo_ev": [2.1, 2.1], "symbols": ["Se", "Se", "Ti", "O", "O", "O", "O", "O", "O", "N", "N", "C", "C", "C", "C", "C", "C", "C", "C", "C", "C", "C", "C", "C", "C", "C", "C", "C", "C", "C", "C", "C", "C", "C", "C", "H", "H", "H", "H", "H", "H", "H", "H", "H", "H", "H", "H", "H", "H", "H", "H", "H", "H", "H", "H", "H", "H", "H", "H", "H"], "xyz": [[2.120, 0.770, 1.427], [2.202, -1.496, -1.674], [-0.054, 0.274, -0.175], [4.281, 2.406, -0.442], [6.470, -1.054, 0.588], [-0.426, -0.585, -1.944], [-0.082, 4.109, 1.194], [-0.666, -0.466, -4.129], [-0.353, 1.874, 0.950], [0.093, -1.721, 0.681], [0.091, 1.729, -1.438], [-0.050, 1.492, -2.797], [4.446, -0.056, -0.322], [-0.101, 3.013, 0.426], [-4.178, 0.571, -1.222], [-2.575, -3.377, 3.481], [0.178, 3.844, -3.205], [3.883, -0.039, 1.108], [-0.346, -2.852, 2.787], [4.066, -1.356, -1.042], [5.970, 0.022, -0.227], [-2.211, -2.129, 1.421], [0.021, 2.523, -3.684], [-0.362, 0.107, -2.973], [-2.904, 0.857, -0.747], [-2.787, -1.262, 0.346], [4.003, 1.171, -1.117], [-0.839, -2.243, 1.642], [-4.738, -0.676, -0.969], [-3.059, -2.728, 2.354], [0.113, 3.049, -0.951], [-2.144, -0.064, -0.010], [-1.209, -3.418, 3.713], [0.183, 4.104, -1.835], [-4.051, -1.573, -0.166], [-0.813, -3.887, 4.605], [4.532, 0.558, 1.747], [4.255, -2.184, -0.365], [3.885, -1.048, 1.513], [0.727, -2.882, 2.941], [0.217, 5.118, -1.456], [-4.726, 1.312, -1.795], [-5.709, -0.939, -1.371], [3.620, 2.449, 0.267], [-4.129, -2.634, 2.216], [-0.109, 3.794, 2.109], [-2.489, 1.835, -0.963], [-3.267, -3.819, 4.188], [1.052, -1.822, 0.988], [6.387, -0.048, -1.238], [0.050, -2.232, -0.202], [4.713, -1.498, -1.911], [-0.507, 0.167, -4.840], [-4.499, -2.535, 0.060], [7.430, -1.006, 0.587], [-0.054, 2.342, -4.752], [6.249, 0.987, 0.199], [2.943, 1.085, -1.336], [0.238, 4.665, -3.908], [4.538, 1.194, -2.072]], "lowdin_charge": [0.704, 0.629, 0.814, -0.105, -0.067, -0.172, 0.115, 0.157, -0.217, -0.043, -0.032, -0.208, -0.589, -0.492, -0.097, -0.100, -0.087, -0.512, -0.022, -0.556, -0.220, -0.114, -0.011, -0.479, -0.107, -0.181, -0.273, -0.216, -0.102, -0.039, -0.213, -0.124, -0.096, 0.004, -0.062, 0.096, 0.052, 0.043, 0.053, 0.116, 0.120, 0.093, 0.091, 0.008, 0.104, 0.129, 0.095, 0.094, 0.026, 0.120, 0.053, 0.049, 0.115, 0.102, 0.075, 0.109, 0.118, 0.041, 0.085, 0.128]}


(3)
{"formula": "C24H25N3O3", "method": "the ωB97M-V functional and the def2-TZVPD basis", "spin_multiplicity": 1, "total_charge": 0, "e_above_lowest_kj_mol": 123.2, "smiles": "O=C(Nc1ccc(Oc2ccccc2)nc1)[C@H]1CCCCN1Cc1cccc(O)c1", "homo_lumo_gap_ha": 0.32453, "lumo_ev": 0.7, "symbols": ["O", "O", "O", "N", "N", "N", "C", "C", "C", "C", "C", "C", "C", "C", "C", "C", "C", "C", "C", "C", "C", "C", "C", "C", "C", "C", "C", "C", "C", "C", "H", "H", "H", "H", "H", "H", "H", "H", "H", "H", "H", "H", "H", "H", "H", "H", "H", "H", "H", "H", "H", "H", "H", "H", "H"], "xyz": [[-5.145, 0.835, 0.157], [6.919, 0.628, -3.389], [1.236, 0.314, 1.524], [0.027, -0.930, 0.033], [-3.511, -0.480, -0.656], [2.327, -1.642, -1.182], [2.351, -1.413, 0.259], [2.379, -0.398, -1.958], [-7.319, 2.175, 3.422], [-5.811, 1.278, 1.273], [1.163, -0.551, 0.680], [-2.929, 0.992, 1.128], [3.206, -3.918, -0.903], [-3.852, 0.435, 0.238], [-7.513, 2.717, 2.162], [5.911, 0.876, -2.509], [-6.379, 1.175, 3.601], [3.371, -2.571, -1.595], [-1.621, 0.558, 1.085], [-5.626, 0.720, 2.533], [-6.764, 2.274, 1.089], [2.214, -2.738, 1.026], [4.716, 0.183, -2.671], [3.654, 0.395, -1.806], [3.793, 1.317, -0.773], [-1.261, -0.416, 0.150], [-2.259, -0.888, -0.701], [6.043, 1.787, -1.469], [4.981, 2.004, -0.609], [3.294, -3.725, 0.605], [3.288, -2.698, -2.678], [6.972, 2.327, -1.340], [4.279, -3.332, 0.867], [-3.234, 1.757, 1.825], [-8.250, 3.493, 2.014], [5.083, 2.718, 0.195], [2.275, -2.527, 2.095], [0.169, -1.623, -0.694], [-4.905, -0.073, 2.670], [7.682, 1.178, -3.175], [1.234, -3.174, 0.820], [-2.040, -1.634, -1.455], [4.636, -0.513, -3.492], [-6.232, 0.738, 4.577], [-0.879, 0.966, 1.751], [2.240, -0.678, -3.006], [3.277, -0.910, 0.585], [4.375, -2.175, -1.372], [1.533, 0.224, -1.655], [3.983, -4.599, -1.252], [3.157, -4.674, 1.125], [2.970, 1.502, -0.098], [-6.903, 2.683, 0.100], [-7.902, 2.526, 4.259], [2.234, -4.344, -1.162]], "lowdin_charge": [0.056, 0.054, 0.080, 0.132, 0.150, -0.121, -0.241, -0.126, -0.099, -0.261, -0.450, 0.009, -0.179, -0.336, -0.084, -0.313, -0.080, -0.190, 0.022, -0.026, -0.004, -0.133, 0.019, -0.206, -0.047, -0.195, -0.079, -0.030, -0.069, -0.195, 0.125, 0.111, 0.117, 0.121, 0.103, 0.107, 0.127, 0.141, 0.121, 0.105, 0.120, 0.116, 0.124, 0.104, 0.106, 0.128, 0.157, 0.127, 0.123, 0.112, 0.111, 0.104, 0.118, 0.099, 0.115]}